1.
This record from the Open Molecules 2025 dataset describes a structure of composition C22H28Cl3FNO2. The level of theory is ωB97M-V with the def2-TZVPD basis set.

Last column: Mulliken charge in e.
Atoms and positions in Å:
C -4.73913 -2.89217 -3.18201  -0.91
C -3.51293 -1.81131 -3.31733  0.45
C -2.75045 -1.33792 -1.94007  -0.57
C -1.47559 -0.25537 -1.95865  0.01
C -0.87303 0.38917 -3.36678  0.51
C 0.42129 1.44797 -3.39858  -0.64
C 1.38646 0.98746 -2.12784  0.14
C 2.54221 -0.15532 -2.39209  -0.55
N 3.42070 -0.63068 -1.25377  -0.05
C 3.30950 -0.10771 0.19143  0.17
C 4.32119 -0.78972 1.28627  -0.77
C 3.69235 -2.24814 1.69257  -0.55
C 2.78706 -2.20950 3.06821  -0.20
Cl 1.01410 -2.69951 2.73510  -0.20
C 2.21847 1.03720 0.63332  0.70
C 1.99731 1.63377 2.14411  -0.84
C 3.33121 2.28658 2.83831  0.32
C 2.84246 3.72977 3.52823  -1.15
F 3.65666 1.40229 4.01950  -0.34
C 1.22910 1.60407 -0.58802  -0.07
C 0.07469 2.76126 -0.37955  0.34
O 0.25639 3.90498 -1.09632  -0.52
O -1.02816 2.53956 0.56961  -0.41
C -1.66986 -0.09733 -4.75209  -0.60
C -2.95921 -1.15308 -4.73107  -0.42
H -4.39901 -3.92985 -3.62709  0.28
H -5.77305 -2.51143 -3.60298  0.30
H -4.92261 -3.08195 -2.01850  0.24
H -3.10842 -1.76582 -0.88721  0.31
H -1.04469 0.01706 -0.89639  0.01
H 1.01211 1.24737 -4.39591  0.41
H 0.08234 2.56772 -3.34832  0.33
H 2.64629 -0.60994 -3.47116  0.36
H 4.13244 -1.39015 -1.46200  0.35
H 4.61823 -0.10501 2.18743  0.29
H 5.33789 -1.01851 0.70416  0.37
H 2.99528 -2.58023 0.78475  0.33
H 4.52709 -3.08428 1.76400  0.32
H 3.27676 -2.89109 3.91014  0.36
H 2.79163 -1.08304 3.45681  0.04
H 1.13817 2.46144 2.18295  0.44
H 1.57487 0.73847 2.81047  0.25
H 4.25370 2.41012 2.12738  0.32
H 2.13453 4.33481 2.81934  0.31
H 3.74114 4.34193 3.96866  0.32
H 2.16549 3.39564 4.45303  0.32
H -0.89909 1.59545 0.89293  0.42
H -1.31108 0.34556 -5.77419  0.26
H -3.52202 -1.48644 -5.71228  0.28
Cl -3.35767 -0.66409 3.02783  -0.18
C -4.94866 -0.14705 2.41577  -0.42
C -5.51566 -1.12002 1.39442  -0.60
Cl -4.59103 -1.11435 -0.12707  -0.14
H -4.84049 0.85860 1.99706  0.29
H -5.61525 -0.08509 3.28121  0.34
H -6.54228 -0.83765 1.14252  0.34
H -5.52969 -2.14451 1.77974  0.31

Calculated values
E, eV: -69111.78101
Charge: +1
Highest occupied orbital energy, eV: -10.571


2.
This record from the Open Molecules 2025 dataset describes a structure of composition C3H9NO. The level of theory is ωB97M-V with the def2-TZVPD basis set.

Last column: Mulliken charge in e.
Atoms and positions in Å:
C 2.17213 -0.40288 -0.08243  -0.65
C 0.07659 0.59100 0.09006  -0.49
C -1.43680 0.45353 -0.27899  -0.56
H 2.77434 -1.18179 -0.57818  0.25
H 2.18794 -0.68790 0.98875  0.29
H 2.68104 0.61718 -0.18930  0.26
H 0.41042 1.67266 0.02815  0.33
H 0.20958 0.36014 1.21564  0.31
H -1.99403 1.26646 0.25347  0.30
H -1.47251 0.75292 -1.34042  0.27
H -1.48006 -1.52280 0.90563  0.26
H -3.07034 -0.75428 -0.19444  0.25
N -1.95019 -0.90260 -0.17564  -0.54
O 0.89188 -0.26166 -0.64232  -0.29

Calculated values
E, eV: -6791.89789
Highest occupied orbital energy, eV: -9.130
Relative energy (zero: lowest compared OMol25 entry of this formula, charge and spin), eV: 3.1578


3.
This record from the Open Molecules 2025 dataset describes the ion C6H11N4O with charge +1. The level of theory is ωB97M-V with the def2-TZVPD basis set.

Last column: Mulliken charge in e.
Atoms and positions in Å:
C -2.97803 -0.69052 0.04723  0.04
C -0.76148 -1.54728 -0.15780  0.75
C 1.66074 -1.56713 -0.45083  -0.38
C -1.72290 1.27332 0.40358  -0.78
C 1.92359 -0.13948 -0.20527  -0.54
C -0.49511 0.75205 -0.29723  -0.02
N -2.91668 0.50658 0.23350  -0.43
N 0.32877 -2.14584 -0.20445  -0.62
N -2.06510 -1.68408 -0.06368  -0.13
N 0.79623 0.66855 0.45819  -0.32
O -0.19267 1.38547 -1.49495  -0.49
H -3.99078 -1.19150 0.13307  0.32
H 1.93278 -1.75112 -1.56440  0.24
H 2.33002 -2.24873 0.19577  0.34
H -1.61102 1.18280 1.45827  0.32
H -1.77993 2.25770 0.03389  0.46
H 2.71536 -0.01431 0.58145  0.37
H 2.21089 0.40710 -1.12487  0.34
H -2.37018 -2.60277 -0.04607  0.25
H 0.58587 0.38514 1.50617  0.47
H 1.31302 1.57359 0.57717  0.43
H -0.88223 2.01926 -1.68241  0.37

Calculated values
E, eV: -14397.39640
Charge: +1
Highest occupied orbital energy, eV: -12.132
Relative energy (zero: lowest compared OMol25 entry of this formula, charge and spin), eV: 3.6193


4.
This record from the Open Molecules 2025 dataset describes a cluster of 2 separate species, CH3F2OP in total. The level of theory is ωB97M-V with the def2-TZVPD basis set.

Last column: Mulliken charge in e.
Atoms and positions in Å:
C -1.22011 -0.46387 0.16523  0.01
O 1.56023 1.05608 -0.36419  -0.43
F -1.79212 0.01655 1.28684  -0.19
F -1.28793 0.38340 -0.89481  -0.21
P 1.30999 -0.20204 0.63703  0.16
H -1.43325 -1.41318 -0.27250  0.28
H 1.36149 1.88882 -0.09384  0.32
H 1.50169 -1.26576 -0.46375  0.06

Calculated values
E, eV: -17854.34444
Highest occupied orbital energy, eV: -8.350
Relative energy (zero: lowest compared OMol25 entry of this formula, charge and spin), eV: 4.5608